{
  "formula": "C4H11N2S",
  "method": "ωB97M-V/def2-TZVPD",
  "energy_ev": -18141.989,
  "max_force_ev_per_a": 1.56,
  "charge": -1,
  "gap_ha": 0.2407,
  "smiles": "CN[C@@H](CN)C[S-]",
  "e_above_lowest_ev": 1.1090,
  "lumo_ha": 0.1516,
  "elements": ["C", "N", "C", "C", "N", "C", "S", "H", "H", "H", "H", "H", "H", "H", "H", "H", "H", "H"],
  "xyz": [[1.732929, 1.607950, 0.640194], [1.261633, 0.409657, -0.033740], [-0.165733, 0.161960, -0.058340], [-0.443118, -0.610713, -1.368088], [-1.867583, -0.917286, -1.577986], [-0.747455, -0.626199, 1.143730], [0.440325, -1.042131, 2.488386], [0.980448, 2.386205, 0.503190], [2.674614, 1.942475, 0.184403], [1.851158, 1.445775, 1.723408], [1.831840, -0.387394, 0.208947], [-0.546745, 1.149259, -0.353064], [-0.079314, 0.004921, -2.204590], [0.189065, -1.497692, -1.380171], [-2.032047, -1.896617, -1.355645], [-2.407202, -0.405973, -0.889914], [-1.626825, -0.108180, 1.535706], [-1.045991, -1.616015, 0.793573]],
  "forces_ev_per_angstrom": [[-0.24, -0.48, 0.22], [0.61, 0.61, -0.88], [0.96, -0.58, -1.10], [0.25, 0.44, -0.19], [0.07, -0.52, -0.05], [0.29, 0.07, 0.39], [-0.10, 0.24, 0.05], [0.09, 0.16, -0.03], [-0.09, 0.03, 0.17], [0.07, 0.13, -0.15], [-0.44, -0.16, 0.42], [-0.67, 0.09, 1.08], [-0.08, -0.06, 0.19], [-0.21, -0.38, 0.06], [-0.03, 0.25, -0.02], [-0.05, 0.05, -0.01], [-0.05, -0.10, 0.08], [-0.38, 0.20, -0.23]]
}


{
  "formula": "C4H6AgO2",
  "method": "ωB97M-V/def2-TZVPD",
  "energy_ev": -12333.361,
  "max_force_ev_per_a": 4.12,
  "gap_ha": [0.3375, 0.3104],
  "spin_multiplicity": 2,
  "e_above_lowest_ev": 1.3766,
  "lumo_ha": [0.0059, -0.0020],
  "elements": ["O", "C", "C", "C", "C", "H", "H", "H", "H", "H", "H", "O", "Ag"],
  "xyz": [[1.490942, 1.116294, 1.830101], [0.872045, 0.848007, 0.594862], [-0.447812, 0.143147, 0.905571], [-1.229813, -0.157098, -0.291103], [-1.870821, -0.327758, -1.314303], [2.319014, 1.579954, 1.680546], [1.504584, 0.198625, -0.034095], [0.671994, 1.776336, 0.035961], [-1.071672, 0.784312, 1.546698], [-0.257184, -0.785179, 1.464328], [-2.582436, -0.420126, -2.124989], [1.007523, -2.531989, -2.694527], [-0.406365, -2.224525, -1.599050]],
  "forces_ev_per_angstrom": [[-0.02, 0.02, 0.30], [0.03, -0.06, -0.53], [-0.15, 0.00, 0.37], [-0.35, -0.41, -1.00], [-0.17, -0.26, 0.57], [0.02, -0.02, -0.04], [-0.22, 0.13, 0.11], [0.00, -0.21, 0.10], [0.25, -0.12, -0.07], [0.00, 0.29, -0.13], [0.48, 0.19, 0.39], [3.16, -1.11, -2.37], [-3.03, 1.55, 2.32]]
}


{
  "formula": "Cl2HgKMgO8",
  "method": "ωB97M-V/def2-TZVPD",
  "energy_ev": -67278.410,
  "max_force_ev_per_a": 11.86,
  "charge": 3,
  "gap_ha": 0.0839,
  "lumo_ha": -0.6136,
  "elements": ["K", "Mg", "Hg", "Cl", "O", "O", "O", "O", "Cl", "O", "O", "O", "O"],
  "xyz": [[1.939433, 0.565393, 2.255405], [-3.128593, 2.366495, -1.726976], [3.252794, 1.195319, -3.087864], [-3.696143, -0.984404, 0.026071], [-2.657203, 2.182212, -3.181720], [-1.428863, 0.458506, 0.092384], [2.302033, -2.659710, -2.658905], [2.398017, -4.068574, 0.037969], [-0.053221, 4.137960, 1.665536], [-1.789224, -4.108707, -0.783333], [0.638508, -0.126569, 4.413522], [-1.790975, -2.868041, 1.485751], [4.013435, 3.910120, 1.462161]],
  "forces_ev_per_angstrom": [[0.34, 0.08, -0.07], [-3.67, 0.94, 11.24], [0.14, -0.03, -0.21], [2.48, 1.72, -0.02], [3.97, -1.74, -10.16], [-3.19, -0.80, -1.13], [0.01, 0.00, 0.17], [0.01, 0.13, -0.18], [0.12, -0.09, -0.12], [0.00, 0.38, 0.73], [-0.26, -0.15, 0.45], [0.09, -0.38, -0.70], [-0.04, -0.06, 0.01]]
}